# 1
The following is a quantum chemistry calculation of a 3-piece molecular cluster, C3H10NO overall at a distorted geometry, from OMol25.

Calculated values
**Net charge**: +1
**Highest occupied orbital energy**: -14.0 eV
**Gap between HOMO and LUMO**: 4.806 eV
**ΔE to the lowest compared entry with this formula, charge and spin**: 591.54 kJ/mol

Each line ends with the Mulliken charge.
Atoms and positions in Å:
C -1.153 -1.124 -1.684  -1.242
C 0.124 -0.434 -1.147  0.529
C 0.408 0.779 -1.833  -0.106
N 0.779 -1.108 -0.248  -0.278
H -1.078 -1.346 -2.747  0.371
H -1.929 -0.358 -1.559  0.385
H -1.431 -1.990 -1.091  0.317
H 1.460 1.065 -1.935  0.308
H -0.258 1.138 -2.617  0.323
H 0.620 1.677 0.892  0.210
H 1.783 -0.891 -0.161  0.327
H 0.118 1.221 0.614  -0.144
H -0.211 0.808 5.081  0.322
H 0.620 -0.135 4.225  0.317
O 0.149 0.697 4.211  -0.639

***

# 2
The following is a quantum chemistry calculation of a 2-piece molecular cluster, C3H10NO overall at a distorted geometry, from OMol25.

Calculated values
**Net charge**: +1
**Highest occupied orbital energy**: -15.1 eV
**Gap between HOMO and LUMO**: 10.408 eV
**ΔE to the lowest compared entry with this formula, charge and spin**: 109.33 kJ/mol

Each line ends with the Mulliken charge.
Atoms and positions in Å:
C -1.595 0.187 -2.170  -0.567
O -1.255 0.491 -0.800  -0.574
H -1.164 -0.786 -2.404  0.235
H -2.667 0.144 -2.302  0.312
H -1.104 0.896 -2.824  0.246
H -2.044 0.870 -0.399  0.315
C 0.985 -1.255 1.561  -0.868
C 1.373 1.068 1.062  -0.154
N 0.848 -0.041 0.748  0.106
H 0.825 -1.023 2.612  0.349
H 2.009 -1.623 1.484  0.356
H 0.362 -2.044 1.146  0.326
H 2.100 1.114 1.864  0.324
H 1.202 1.928 0.431  0.264
H 0.124 0.073 -0.010  0.330

***

# 3
The following is a quantum chemistry calculation of a 2-piece molecular cluster, C3H10NO overall at a distorted geometry, from OMol25.

Calculated values
**Net charge**: +1
**Highest occupied orbital energy**: -15.3 eV
**Gap between HOMO and LUMO**: 12.067 eV
**ΔE to the lowest compared entry with this formula, charge and spin**: 120.40 kJ/mol

Each line ends with the Mulliken charge.
Atoms and positions in Å:
C 0.216 -0.362 -2.726  -0.566
O 0.087 0.445 -1.507  -0.604
H 1.183 -0.110 -3.161  0.293
H -0.581 -0.097 -3.411  0.240
H 0.243 -1.416 -2.466  0.274
H 0.560 1.261 -1.736  0.339
C 0.298 0.342 1.814  0.061
C -0.576 0.837 2.640  -0.733
N -0.159 -0.718 0.846  -0.285
H 1.369 0.423 1.794  0.391
H -0.285 1.535 3.408  0.273
H -1.647 0.742 2.514  0.236
H -1.137 -0.947 1.047  0.344
H 0.361 -1.560 1.084  0.382
H 0.067 -0.375 -0.139  0.352

***

# 4
The following is a quantum chemistry calculation of a 3-piece molecular cluster, C3H10NO overall at a distorted geometry, from OMol25.

Calculated values
**Net charge**: +1
**Highest occupied orbital energy**: -14.8 eV
**Gap between HOMO and LUMO**: 7.228 eV
**ΔE to the lowest compared entry with this formula, charge and spin**: 478.95 kJ/mol

Each line ends with the Mulliken charge.
Atoms and positions in Å:
C 0.181 0.988 2.153  -1.068
C -0.710 0.410 1.080  0.233
C -0.234 -0.239 -0.022  -0.717
N -1.006 -0.859 -1.017  -0.503
H 1.255 0.754 2.017  0.340
H -0.049 0.550 3.215  0.345
H 0.059 2.077 2.250  0.344
H -1.832 0.489 1.207  0.292
H 0.775 -0.476 -0.117  0.690
H -1.950 -0.480 -1.088  0.268
H -1.121 -1.880 -0.849  0.271
H 0.235 1.120 -1.147  0.481
H 2.099 -0.956 -2.996  0.321
H 0.684 -0.834 -2.468  0.340
O 1.614 -0.665 -2.218  -0.634

***

# 5
The following is a quantum chemistry calculation of an isolated ion of composition C3H10NO2 and charge +1 at a distorted geometry, from OMol25.

Calculated values
**Net charge**: +1
**Highest occupied orbital energy**: -15.0 eV
**Gap between HOMO and LUMO**: 11.807 eV
**ΔE to the lowest compared entry with this formula, charge and spin**: 96.51 kJ/mol

Each line ends with the Mulliken charge.
Atoms and positions in Å:
N -1.003 0.007 1.018  -0.246
C -0.248 0.205 -0.296  -0.060
C 0.125 -1.095 -0.966  -0.659
O -1.088 -1.853 -0.939  -0.536
C 1.035 0.943 0.079  -0.638
O 0.704 1.925 1.046  -0.591
H -0.913 -0.935 1.392  0.338
H -1.962 0.197 0.797  0.345
H -0.592 0.682 1.680  0.353
H -0.926 0.826 -0.821  0.417
H 0.825 -1.609 -0.298  0.378
H 0.558 -1.009 -1.959  0.429
H -1.076 -2.595 -1.554  0.325
H 1.474 1.397 -0.810  0.442
H 1.758 0.257 0.530  0.355
H 1.329 2.657 1.103  0.347

***

# 6
The following is a quantum chemistry calculation of a 2-piece molecular cluster, C3H10NO2 overall at a distorted geometry, from OMol25.

Calculated values
**Net charge**: +1
**Highest occupied orbital energy**: -15.5 eV
**Gap between HOMO and LUMO**: 12.474 eV
**ΔE to the lowest compared entry with this formula, charge and spin**: 43.16 kJ/mol

Each line ends with the Mulliken charge.
Atoms and positions in Å:
O -0.272 0.174 1.625  -0.631
C -0.742 0.726 2.601  0.258
O -0.257 0.577 3.823  -0.382
H -1.624 1.363 2.555  0.342
H 0.166 -0.298 3.855  0.350
C -0.701 -1.051 -1.162  -0.922
N 0.025 0.266 -1.076  -0.079
C 1.365 0.228 -1.728  -0.761
H -1.541 -0.987 -0.480  0.312
H -0.980 -1.214 -2.195  0.400
H 0.010 -1.798 -0.828  0.399
H 0.115 0.391 -0.045  0.328
H -0.623 1.000 -1.358  0.376
H 2.103 -0.002 -0.971  0.305
H 1.603 1.192 -2.165  0.356
H 1.353 -0.567 -2.451  0.351

***

# 7
The following is a quantum chemistry calculation of a 2-piece molecular cluster, C3H10NO2 overall at a distorted geometry, from OMol25.

Calculated values
**Net charge**: +1
**Highest occupied orbital energy**: -14.6 eV
**Gap between HOMO and LUMO**: 10.687 eV
**ΔE to the lowest compared entry with this formula, charge and spin**: 104.35 kJ/mol

Each line ends with the Mulliken charge.
Atoms and positions in Å:
C -0.846 -1.512 0.955  -1.123
C -1.293 1.022 -0.360  -0.767
C -0.411 -1.184 -0.409  1.023
N 1.825 0.535 -0.485  -0.738
O 0.229 -2.074 -1.064  -0.358
O -0.707 -0.100 -1.017  -0.267
H -1.909 -1.300 1.069  0.372
H -0.650 -2.560 1.165  0.333
H -0.318 -0.897 1.685  0.354
H -1.250 1.839 -1.079  0.258
H -0.716 1.285 0.525  0.371
H -2.332 0.825 -0.090  0.370
H 2.209 0.569 -1.425  0.246
H 2.478 -0.026 0.060  0.265
H 1.913 1.479 -0.121  0.256
H 0.500 -1.816 -1.966  0.406

***

# 8
The following is a quantum chemistry calculation of a 3-piece molecular cluster, C3H10NO2 overall at a distorted geometry, from OMol25.

Calculated values
**Net charge**: +1
**Highest occupied orbital energy**: -14.7 eV
**Gap between HOMO and LUMO**: 10.157 eV
**ΔE to the lowest compared entry with this formula, charge and spin**: 173.77 kJ/mol

Each line ends with the Mulliken charge.
Atoms and positions in Å:
C 0.207 -1.116 1.516  0.029
C 1.134 -0.270 1.903  -0.644
C 0.311 -0.841 -0.871  0.015
N 0.064 -1.544 0.160  0.015
H -0.389 -1.657 2.226  0.357
H 1.844 0.302 1.323  0.236
H 1.131 -0.072 2.970  0.254
H 0.323 -1.335 -1.835  0.339
H 0.707 0.163 -0.782  0.047
H -0.318 -2.471 0.021  0.312
H -2.429 0.424 -2.308  0.302
H -2.618 0.567 -0.802  0.307
O -1.968 0.304 -1.470  -0.569
H 1.383 2.658 -0.977  0.319
H -0.088 2.720 -0.575  0.296
O 0.705 2.167 -0.500  -0.615